[1]
Formula: C4H10N2O2
Source: the OMol25 dataset
Level of theory: ωB97M-V with the def2-TZVPD basis set

Its orbital gap is 10.2 eV. The HOMO energy is -9.60 eV. Its structure (SMILES) is CC(N)=O.CC(N)=O. The value obtained for the electronic energy is -418.44118 Ha. For the LUMO energy, the calculation gives 0.57 eV.

CARTESIAN COORDINATES (ANGSTROEM)
C 0.2343 -0.6479 2.1419
C 0.7716 -1.5135 1.0459
O 1.3472 -1.0401 0.0835
N 0.6890 -2.8535 1.2235
H 0.8446 -0.7333 3.0438
H -0.8015 -0.8638 2.4189
H 0.9599 -3.4466 0.4549
H 0.2303 -3.2958 1.9965
H 0.1873 0.3727 1.7975
C 0.4939 1.5074 -1.9788
C -0.8171 2.1255 -1.6225
O -1.1894 3.2080 -2.0187
N -1.6107 1.3614 -0.7902
H -2.6118 1.3785 -0.9078
H -1.2847 0.4506 -0.5222
H 1.3730 2.0236 -1.5883
H 0.6091 1.5035 -3.0663
H 0.5751 0.4632 -1.7115

Now the natural (NBO) charges, all in e:
1. C -0.726
2. C 0.666
3. O -0.625
4. N -0.820
5. H 0.240
6. H 0.223
7. H 0.404
8. H 0.393
9. H 0.246
10. C -0.731
11. C 0.674
12. O -0.598
13. N -0.836
14. H 0.394
15. H 0.379
16. H 0.243
17. H 0.239
18. H 0.235

***

[2]
Formula: C26H19Cl2N6O3PtS4
Source: the OMol25 dataset
Level of theory: ωB97M-V with the def2-TZVPD basis set

Its orbital gap is 6.9 eV. As for the charge: -1. The HOMO energy is -5.54 eV. The value obtained for the electronic energy is -4189.08962 Ha. For the LUMO energy, the calculation gives 1.36 eV.

CARTESIAN COORDINATES (ANGSTROEM)
Pt 0.8946 1.6498 2.5589
S 2.4660 -0.0053 1.9277
C 3.6452 0.9314 2.7788
S 2.8864 2.3249 3.4706
C 4.9870 0.6542 2.8462
C 5.5237 -0.4925 2.1949
N 5.9608 -1.4138 1.6590
C 5.8769 1.5207 3.5417
N 6.5979 2.2225 4.1027
S -0.3922 3.4135 3.4214
C -0.8459 2.6990 4.9385
C -1.6536 3.5180 5.7912
N -2.3123 4.1968 6.4460
C -0.5032 1.4465 5.3187
S 0.4738 0.3604 4.3615
C -0.9412 0.8934 6.5621
N -1.2685 0.4201 7.5585
C -0.9924 3.5308 -0.6128
N 0.1851 2.8680 -1.1749
C 0.1290 2.3751 -2.5428
C 1.2112 2.6102 -0.3666
C 2.4415 1.9532 -0.9147
O 1.1582 3.0152 0.8199
H -1.7919 3.4893 -1.3482
H -0.7656 4.5716 -0.3806
H -1.3073 3.0376 0.3045
H -0.5638 2.9913 -3.1111
H -0.2138 1.3376 -2.5673
H 1.1039 2.4319 -3.0197
H 2.2100 0.9606 -1.2982
H 3.1770 1.8676 -0.1216
H 2.8520 2.5640 -1.7215
Cl 1.9105 -1.7157 -2.3404
C 0.7085 -2.1134 -3.5274
C 1.1229 -2.5033 -4.7884
C 0.1825 -2.8471 -5.7453
C -1.1659 -2.7694 -5.4389
C -1.5654 -2.3503 -4.1821
Cl -3.2634 -2.1647 -3.8786
C -0.6463 -2.0344 -3.1720
N -1.0463 -1.5973 -1.9193
C -1.8430 -2.3835 -1.0555
C -2.0148 -3.7502 -1.2423
C -2.7528 -4.4947 -0.3355
C -3.3056 -3.8851 0.7793
C -3.1302 -2.5211 0.9639
C -2.4220 -1.7516 0.0511
C -2.2986 -0.2636 0.2446
C -0.9117 0.1903 0.6894
O -0.9106 0.9591 1.7136
O 0.0876 -0.1648 0.0543
H 2.1817 -2.5498 -5.0013
H 0.4990 -3.1667 -6.7286
H -1.9210 -3.0092 -6.1745
H -0.3454 -1.0847 -1.3789
H -1.5536 -4.2349 -2.0943
H -2.8750 -5.5589 -0.4933
H -3.8673 -4.4632 1.5010
H -3.5625 -2.0326 1.8293
H -3.0348 0.0886 0.9636
H -2.4855 0.2286 -0.7164

Now the natural (NBO) charges, all in e:
1. Pt 0.915
2. S -0.006
3. C -0.232
4. S 0.102
5. C -0.456
6. C 0.303
7. N -0.347
8. C 0.300
9. N -0.344
10. S -0.063
11. C -0.291
12. C 0.270
13. N -0.314
14. C -0.313
15. S 0.144
16. C 0.265
17. N -0.307
18. C -0.418
19. N -0.396
20. C -0.409
21. C 0.745
22. C -0.711
23. O -0.721
24. H 0.199
25. H 0.214
26. H 0.244
27. H 0.207
28. H 0.216
29. H 0.213
30. H 0.259
31. H 0.257
32. H 0.223
33. Cl 0.024
34. C -0.073
35. C -0.230
36. C -0.213
37. C -0.233
38. C -0.067
39. Cl 0.011
40. C 0.187
41. N -0.678
42. C 0.153
43. C -0.198
44. C -0.219
45. C -0.235
46. C -0.190
47. C -0.030
48. C -0.528
49. C 0.815
50. O -0.738
51. O -0.730
52. H 0.229
53. H 0.215
54. H 0.226
55. H 0.456
56. H 0.204
57. H 0.207
58. H 0.210
59. H 0.213
60. H 0.234
61. H 0.233

***

[3]
Formula: C2H5N5O
Source: the OMol25 dataset
Level of theory: ωB97M-V with the def2-TZVPD basis set

Its orbital gap is 9.3 eV. The HOMO energy is -8.99 eV. Its structure (SMILES) is Nc1nc(=O)n(N)[nH]1. The value obtained for the electronic energy is -428.14969 Ha. For the LUMO energy, the calculation gives 0.33 eV.

CARTESIAN COORDINATES (ANGSTROEM)
C -1.0443 -0.5706 -0.5223
C 1.0741 -0.2672 -0.0940
H -3.2369 -0.4904 -1.3839
H -2.3089 -1.9367 -1.6239
H 1.6750 2.0509 0.9574
H 1.2149 0.8350 2.1392
H -1.6388 1.4156 0.1469
N -2.1636 -0.9913 -1.2599
N 0.1435 -1.1555 -0.6235
N 0.2855 0.8828 0.3495
N 0.7793 1.6090 1.4695
N -1.0259 0.4868 0.3344
O 2.2480 -0.3338 0.1966

Now the natural (NBO) charges, all in e:
1. C 0.590
2. C 0.722
3. H 0.418
4. H 0.423
5. H 0.384
6. H 0.351
7. H 0.401
8. N -0.838
9. N -0.586
10. N -0.195
11. N -0.638
12. N -0.418
13. O -0.614

***

Question: Which formula does entry 1 have?
Answer: C4H10N2O2

***

Repeat the first record exactly.
Formula: C4H10N2O2
Source: the OMol25 dataset
Level of theory: ωB97M-V with the def2-TZVPD basis set

Its orbital gap is 10.2 eV. The HOMO energy is -9.60 eV. Its structure (SMILES) is CC(N)=O.CC(N)=O. The value obtained for the electronic energy is -418.44118 Ha. For the LUMO energy, the calculation gives 0.57 eV.

CARTESIAN COORDINATES (ANGSTROEM)
C 0.2343 -0.6479 2.1419
C 0.7716 -1.5135 1.0459
O 1.3472 -1.0401 0.0835
N 0.6890 -2.8535 1.2235
H 0.8446 -0.7333 3.0438
H -0.8015 -0.8638 2.4189
H 0.9599 -3.4466 0.4549
H 0.2303 -3.2958 1.9965
H 0.1873 0.3727 1.7975
C 0.4939 1.5074 -1.9788
C -0.8171 2.1255 -1.6225
O -1.1894 3.2080 -2.0187
N -1.6107 1.3614 -0.7902
H -2.6118 1.3785 -0.9078
H -1.2847 0.4506 -0.5222
H 1.3730 2.0236 -1.5883
H 0.6091 1.5035 -3.0663
H 0.5751 0.4632 -1.7115

Now the natural (NBO) charges, all in e:
1. C -0.726
2. C 0.666
3. O -0.625
4. N -0.820
5. H 0.240
6. H 0.223
7. H 0.404
8. H 0.393
9. H 0.246
10. C -0.731
11. C 0.674
12. O -0.598
13. N -0.836
14. H 0.394
15. H 0.379
16. H 0.243
17. H 0.239
18. H 0.235

***

Question: Which of these has the highest electronic energy?
Answer: C4H10N2O2